DFT (wB97M-V/def2-TZVPD) results for a structure of composition C2Br3ClF2 at a distorted geometry.

Atoms and positions in Å:
C1 0.89 -0.50 0.18
C2 -0.19 0.52 0.14
F1 0.52 -1.62 -0.45
F2 1.21 -0.87 1.44
Cl1 -3.31 -0.01 -1.46
Br1 2.53 0.17 -0.65
Br2 -1.88 -0.02 0.51
Br3 0.23 2.33 0.29

Computed properties:
**Highest occupied orbital energy (spin up / spin down)**: -9.73 / -9.67 eV
**Total energy**: -8458.06230 Eh
**ΔE to the lowest compared entry with this formula, charge and spin**: 2.4818 eV
**F_max**: 1.2 eV/Å
**LUMO energy (spin up / spin down)**: -2.10 / -2.37 eV
**Charge**: 0

The computed Löwdin charges, all in e, follow:
1 C -1.088
2 C -1.145
3 F 0.028
4 F 0.024
5 Cl -0.151
6 Br 0.769
7 Br 0.814
8 Br 0.748

***

DFT (wB97M-V/def2-TZVPD) results for the molecule C19H18N4 at a distorted geometry.

Atoms and positions in Å:
C1 6.15 -1.81 4.21
C2 5.77 -0.86 5.18
C3 4.62 -0.08 4.96
C4 3.80 -0.34 3.85
N1 2.64 0.37 3.70
C5 1.96 0.16 2.57
C6 0.77 0.89 2.32
C7 0.17 0.77 1.08
C8 0.63 -0.09 0.12
C9 1.78 -0.85 0.34
C10 2.45 -0.76 1.57
N2 3.53 -1.51 1.74
C11 4.20 -1.30 2.92
C12 5.39 -2.02 3.09
N3 -0.12 -0.06 -0.95
C13 -1.11 1.02 -0.71
C14 -2.56 0.43 -0.77
C15 -3.08 0.17 -2.19
C16 -3.35 1.43 -3.02
C17 -3.31 2.82 -2.26
C18 -1.95 3.29 -1.69
C19 -0.81 2.21 -1.70
N4 -0.88 1.45 0.68
H1 7.09 -2.33 4.30
H2 6.36 -0.65 6.07
H3 4.25 0.68 5.65
H4 0.43 1.62 3.06
H5 2.12 -1.48 -0.47
H6 5.76 -2.70 2.33
H7 -2.53 -0.52 -0.25
H8 -3.30 1.06 -0.28
H9 -3.95 -0.45 -2.12
H10 -2.36 -0.46 -2.72
H11 -2.66 1.55 -3.88
H12 -4.34 1.35 -3.50
H13 -3.99 2.69 -1.46
H14 -3.68 3.63 -2.93
H15 -2.07 3.70 -0.69
H16 -1.60 4.12 -2.31
H17 -0.67 1.83 -2.69
H18 0.13 2.71 -1.48

Computed properties:
**Highest occupied orbital energy**: -7.41 eV
**Total energy**: -953.76074 Eh
**ΔE to the lowest compared entry with this formula, charge and spin**: 2.9348 eV
**F_max**: 4.0 eV/Å
**LUMO energy**: -2.59 eV
**SMILES**: c1ccc2nc3cc4c(cc3nc2c1)=NC1(CCCCCC1)N=4
**Charge**: 0

The computed Löwdin charges, all in e, follow:
1 C -0.070
2 C -0.048
3 C -0.005
4 C -0.213
5 N 0.188
6 C -0.201
7 C 0.085
8 C -0.283
9 C -0.273
10 C 0.092
11 C -0.219
12 N 0.192
13 C -0.198
14 C -0.016
15 N 0.211
16 C -0.441
17 C -0.103
18 C -0.187
19 C -0.187
20 C -0.190
21 C -0.177
22 C -0.090
23 N 0.213
24 H 0.101
25 H 0.105
26 H 0.115
27 H 0.130
28 H 0.120
29 H 0.116
30 H 0.113
31 H 0.107
32 H 0.096
33 H 0.104
34 H 0.104
35 H 0.100
36 H 0.080
37 H 0.111
38 H 0.104
39 H 0.102
40 H 0.099
41 H 0.115

***

DFT (wB97M-V/def2-TZVPD) results for a cluster of 2 separate species, C13H17F3NO7P in total at a distorted geometry.

Atoms and positions in Å:
C1 2.20 -1.76 1.36
P1 1.79 -1.00 -0.34
O1 2.61 -1.96 -1.49
C2 -0.11 -1.30 -0.49
C3 -1.15 -0.17 -0.67
C4 -2.66 -0.61 -0.74
C5 -3.86 0.43 -0.90
O2 -3.80 1.48 -0.24
O3 -4.96 0.10 -1.75
C6 -3.03 -2.12 -0.64
C7 -1.89 -3.15 -0.43
C8 -2.23 -4.72 -0.27
C9 -1.22 -5.46 0.77
O4 -0.37 -6.27 0.33
O5 -1.31 -5.12 2.17
N1 -0.53 -2.71 -0.39
H1 1.66 -1.22 2.23
H2 3.33 -1.86 1.53
H3 1.74 -2.83 1.34
H4 2.67 -1.49 -2.35
H5 -0.81 0.92 -0.72
H6 -4.63 -0.33 -2.58
H7 -4.14 -2.43 -0.71
H8 -3.29 -4.89 0.12
H9 -2.18 -5.27 -1.29
H10 -0.71 -4.33 2.24
H11 0.20 -3.45 -0.28
C10 0.49 5.29 0.46
C11 1.82 5.49 -0.25
O6 2.89 4.76 0.33
C12 3.04 3.35 0.00
O7 3.02 3.15 -1.30
C13 2.03 2.43 0.79
F1 1.83 2.88 2.05
F2 2.53 1.17 0.93
F3 0.80 2.30 0.23
H12 0.62 5.25 1.54
H13 -0.20 6.10 0.21
H14 0.02 4.36 0.14
H15 2.10 6.55 -0.12
H16 1.73 5.33 -1.33
H17 3.98 3.12 0.53

Computed properties:
**Highest occupied orbital energy**: -5.90 eV
**Total energy**: -1727.67296 Eh
**ΔE to the lowest compared entry with this formula, charge and spin**: 5.7456 eV
**F_max**: 5.6 eV/Å
**LUMO energy**: -3.39 eV
**Charge**: 0

The computed Löwdin charges, all in e, follow:
1 C -0.247
2 P 0.968
3 O -0.330
4 C -0.219
5 C 0.094
6 C -0.002
7 C -0.367
8 O 0.128
9 O 0.059
10 C 0.084
11 C -0.101
12 C -0.020
13 C -0.373
14 O 0.086
15 O 0.032
16 N 0.084
17 H 0.074
18 H 0.074
19 H 0.025
20 H 0.064
21 H 0.125
22 H 0.126
23 H 0.135
24 H 0.137
25 H 0.148
26 H 0.119
27 H 0.147
28 C -0.094
29 C -0.282
30 O -0.117
31 C -0.533
32 O -0.191
33 C -0.532
34 F 0.100
35 F -0.006
36 F 0.067
37 H 0.074
38 H 0.067
39 H 0.050
40 H 0.107
41 H 0.108
42 H 0.133

***

DFT (wB97M-V/def2-TZVPD) results for a structure of composition C13H18GaI2LaO4SSi at a distorted geometry.

Atoms and positions in Å:
I1 5.36 -2.79 -0.24
I2 5.11 -0.50 1.16
La1 0.46 1.34 0.88
Ga1 0.92 -1.45 -0.39
S1 1.48 0.51 -1.57
C1 -1.17 -1.51 -0.44
C2 -1.75 -0.75 0.62
C3 0.70 0.13 -3.24
C4 1.35 1.12 -4.20
C5 -0.81 0.36 -3.20
C6 1.05 -1.31 -3.62
C7 -1.54 1.39 2.57
C8 -1.93 1.47 -0.10
O1 -2.33 -1.00 1.64
O2 -1.70 -2.23 -1.28
O3 -2.55 1.55 3.10
O4 -3.03 1.65 -0.41
H1 0.93 0.98 -5.20
H2 2.44 0.98 -4.23
H3 1.15 2.15 -3.86
H4 -1.20 0.23 -4.21
H5 -1.03 1.38 -2.86
H6 -1.33 -0.36 -2.56
H7 0.72 -1.47 -4.65
H8 0.54 -2.06 -2.99
H9 2.13 -1.48 -3.55
C9 3.46 -0.72 4.56
Si1 1.76 -0.03 4.35
C10 0.53 -0.96 5.36
C11 1.71 1.83 4.70
C12 1.37 -0.26 2.50
C13 1.21 -0.84 1.39
H10 3.74 -0.69 5.62
H11 4.17 -0.12 3.97
H12 3.48 -1.74 4.18
H13 0.59 -0.58 6.39
H14 -0.50 -0.86 5.00
H15 0.79 -2.03 5.38
H16 2.47 2.34 4.08
H17 0.71 2.24 4.46
H18 1.93 2.01 5.76

Computed properties:
**Highest occupied orbital energy (spin up / spin down)**: -22.03 / -21.59 eV
**Total energy**: -4044.72388 Eh
**F_max**: 6.5 eV/Å
**LUMO energy (spin up / spin down)**: -16.12 / -16.82 eV
**Charge**: +4

The computed Löwdin charges, all in e, follow:
1 I 0.639
2 I 0.533
3 La 1.768
4 Ga 0.614
5 S 0.653
6 C -0.343
7 C -0.242
8 C -0.839
9 C -0.079
10 C -0.072
11 C -0.081
12 C -0.050
13 C -0.128
14 O 0.243
15 O 0.160
16 O 0.237
17 O 0.233
18 H 0.128
19 H 0.104
20 H 0.100
21 H 0.136
22 H 0.090
23 H 0.056
24 H 0.133
25 H 0.070
26 H 0.099
27 C -0.162
28 Si 0.457
29 C -0.125
30 C -0.152
31 C -0.275
32 C -0.369
33 H 0.087
34 H -0.020
35 H 0.055
36 H 0.079
37 H 0.045
38 H 0.066
39 H 0.045
40 H 0.028
41 H 0.081

***

DFT (wB97M-V/def2-TZVPD) results for a structure of composition C6H17N3 at a distorted geometry.

Atoms and positions in Å:
C1 -2.09 -0.51 1.52
C2 -2.15 0.76 0.89
C3 -2.32 -1.74 0.68
N1 -0.35 -0.83 2.31
H1 -2.59 -0.59 2.49
H2 -0.27 -1.66 2.90
H3 0.31 -0.89 1.49
H4 -1.84 -2.62 1.12
H5 -2.52 1.59 1.48
H6 -0.12 0.00 2.84
H7 -2.45 0.76 -0.15
H8 -3.39 -1.94 0.60
H9 -1.90 -1.61 -0.32
C4 2.50 0.82 -1.52
C5 1.86 0.81 -2.91
C6 1.48 0.46 -0.45
N2 0.65 1.44 -0.06
N3 1.39 -0.72 0.09
H10 0.63 2.29 -0.60
H11 -0.25 1.19 0.45
H12 2.08 -1.36 -0.27
H13 2.90 1.81 -1.30
H14 3.33 0.11 -1.48
H15 2.60 1.07 -3.67
H16 1.46 -0.18 -3.14
H17 1.04 1.52 -2.98

Computed properties:
**Highest occupied orbital energy**: -6.70 eV
**Total energy**: -403.00427 Eh
**ΔE to the lowest compared entry with this formula, charge and spin**: 1.9020 eV
**F_max**: 2.1 eV/Å
**LUMO energy**: 1.01 eV
**Charge**: 0

The computed Löwdin charges, all in e, follow:
1 C -0.372
2 C -0.156
3 C -0.109
4 N 0.067
5 H 0.100
6 H 0.078
7 H 0.021
8 H 0.063
9 H 0.019
10 H 0.082
11 H 0.034
12 H 0.076
13 H 0.071
14 C -0.194
15 C -0.099
16 C -0.508
17 N 0.131
18 N 0.080
19 H 0.094
20 H 0.046
21 H 0.051
22 H 0.108
23 H 0.104
24 H 0.069
25 H 0.076
26 H 0.068

***

DFT (wB97M-V/def2-TZVPD) results for a structure of composition C4H11ClN2O2V.

Atoms and positions in Å:
V1 -0.73 -0.30 -0.83
N1 1.49 -0.29 -0.92
C1 2.15 -0.79 0.32
C2 1.52 -0.19 1.57
C3 0.19 -0.86 1.96
O1 0.02 -1.24 3.10
O2 -0.68 -0.98 1.00
H1 1.87 -0.79 -1.72
H2 1.75 0.68 -1.05
H3 3.22 -0.56 0.30
H4 2.04 -1.88 0.33
H5 1.34 0.88 1.42
H6 2.20 -0.30 2.41
N2 -2.92 -0.54 -0.63
H7 -3.26 0.42 -0.57
H8 -3.08 -0.99 0.27
H9 -3.48 -1.01 -1.33
Cl1 -2.41 2.51 -1.40
C4 -0.73 1.78 -1.32
H10 -0.21 2.40 -0.58
H11 -0.30 2.05 -2.29

Computed properties:
**Multiplicity**: 4
**Highest occupied orbital energy (spin up / spin down)**: -7.74 / -8.72 eV
**Total energy**: -1823.22752 Eh
**ΔE to the lowest compared entry with this formula, charge and spin**: 0.0000 eV
**F_max**: 0.3 eV/Å
**LUMO energy (spin up / spin down)**: 0.00 / -0.36 eV
**Expectation value of S²**: 3.76
**Charge**: 0

The computed Löwdin charges, all in e, follow:
1 V 0.774
2 N -0.060
3 C -0.228
4 C -0.104
5 C -0.637
6 O 0.060
7 O -0.191
8 H 0.094
9 H 0.089
10 H 0.113
11 H 0.124
12 H 0.121
13 H 0.117
14 N -0.012
15 H -0.021
16 H 0.057
17 H 0.056
18 Cl 0.392
19 C -0.695
20 H -0.024
21 H -0.027

***

DFT (wB97M-V/def2-TZVPD) results for a structure of composition C38H34FN6O6SSc at a distorted geometry.

Atoms and positions in Å:
Sc1 0.01 -0.24 -2.79
C1 -4.38 1.53 -3.06
C2 -3.20 0.59 -3.05
N1 -1.98 1.00 -2.91
N2 -1.74 2.33 -2.84
C3 -0.47 2.59 -2.58
O1 0.40 1.72 -2.28
C4 -0.08 4.01 -2.62
C5 -0.98 5.02 -2.32
C6 -0.58 6.34 -2.34
C7 0.72 6.66 -2.69
C8 1.63 5.66 -2.99
C9 1.24 4.34 -2.95
C10 -3.37 -0.85 -3.18
C11 -4.63 -1.46 -3.30
C12 -4.70 -2.83 -3.43
C13 -3.52 -3.56 -3.45
C14 -2.32 -2.88 -3.32
N3 -2.24 -1.57 -3.18
H1 -3.98 2.54 -2.98
H2 -5.05 1.33 -2.23
H3 -4.93 1.44 -4.00
H4 -2.00 4.75 -2.07
H5 -1.28 7.13 -2.10
H6 1.03 7.70 -2.73
H7 2.64 5.91 -3.27
H8 1.92 3.53 -3.18
H9 -5.53 -0.87 -3.29
H10 -5.66 -3.33 -3.51
H11 -3.52 -4.64 -3.56
H12 -1.38 -3.41 -3.31
F1 -0.86 2.18 3.58
C15 -0.41 0.92 3.31
C16 -0.37 0.55 1.99
C17 0.01 -0.75 1.62
C18 0.00 -1.14 0.21
O2 -0.38 -0.34 -0.68
C19 0.44 -2.48 -0.04
C20 0.74 -3.31 0.99
N4 0.67 -2.96 2.31
C21 0.83 -3.95 3.33
C22 0.19 -5.29 3.15
C23 -0.37 -4.33 4.16
C24 0.35 -1.66 2.64
C25 0.37 -1.24 3.97
C26 -0.02 0.06 4.34
N5 0.07 0.45 5.70
C27 -0.35 1.78 6.11
C28 0.09 1.99 7.56
N6 1.31 1.17 7.77
C29 0.97 -0.28 7.79
C30 -0.16 -0.50 6.76
C31 0.50 -3.02 -1.48
O3 0.55 -4.24 -1.61
O4 0.46 -2.16 -2.39
H13 -0.65 1.24 1.21
H14 1.06 -4.32 0.77
H15 1.80 -3.92 3.82
H16 0.72 -6.16 3.49
H17 -0.39 -5.44 2.25
H18 -0.23 -4.54 5.21
H19 -1.30 -3.85 3.92
H20 0.72 -1.93 4.72
H21 -1.44 1.92 6.03
H22 0.13 2.52 5.47
H23 -0.67 1.67 8.28
H24 0.30 3.04 7.75
H25 1.82 1.45 8.61
H26 1.90 1.34 6.94
H27 0.66 -0.57 8.79
H28 1.87 -0.84 7.51
H29 -1.14 -0.35 7.24
H30 -0.14 -1.52 6.39
O5 0.61 0.34 -6.77
C32 1.08 0.09 -5.67
O6 0.37 -0.04 -4.61
C33 2.59 -0.08 -5.55
C34 3.27 -0.16 -6.76
C35 4.64 -0.25 -6.83
C36 5.38 -0.25 -5.65
C37 4.73 -0.20 -4.44
C38 3.33 -0.13 -4.35
S1 2.70 -0.07 -2.73
H31 2.67 -0.14 -7.66
H32 5.14 -0.30 -7.79
H33 6.46 -0.28 -5.68
H34 5.28 -0.22 -3.51

Computed properties:
**Highest occupied orbital energy**: -4.75 eV
**Total energy**: -3507.33172 Eh
**ΔE to the lowest compared entry with this formula, charge and spin**: 1.9024 eV
**F_max**: 2.0 eV/Å
**LUMO energy**: -2.11 eV
**Charge**: 0

The computed Löwdin charges, all in e, follow:
1 Sc 0.809
2 C -0.027
3 C -0.251
4 N 0.007
5 N 0.072
6 C -0.433
7 O -0.142
8 C -0.137
9 C -0.037
10 C -0.096
11 C -0.103
12 C -0.082
13 C -0.004
14 C -0.203
15 C -0.014
16 C -0.070
17 C -0.048
18 C -0.094
19 N 0.106
20 H 0.059
21 H 0.081
22 H 0.084
23 H 0.101
24 H 0.094
25 H 0.094
26 H 0.101
27 H 0.123
28 H 0.103
29 H 0.104
30 H 0.103
31 H 0.109
32 F 0.040
33 C -0.178
34 C 0.112
35 C -0.027
36 C -0.237
37 O -0.021
38 C 0.010
39 C 0.061
40 N 0.001
41 C -0.269
42 C -0.075
43 C -0.099
44 C -0.121
45 C 0.055
46 C -0.124
47 N -0.100
48 C -0.134
49 C -0.089
50 N 0.053
51 C -0.074
52 C -0.131
53 C -0.594
54 O 0.040
55 O -0.127
56 H 0.148
57 H 0.149
58 H 0.153
59 H 0.109
60 H 0.113
61 H 0.098
62 H 0.113
63 H 0.096
64 H 0.145
65 H 0.134
66 H 0.136
67 H 0.141
68 H 0.191
69 H 0.193
70 H 0.137
71 H 0.140
72 H 0.136
73 H 0.119
74 O 0.044
75 C -0.548
76 O -0.124
77 C -0.139
78 C -0.047
79 C -0.115
80 C -0.118
81 C -0.163
82 C -0.612
83 S 0.633
84 H 0.107
85 H 0.086
86 H 0.090
87 H 0.075

***

DFT (wB97M-V/def2-TZVPD) results for the ion C5H9N2 with charge +1.

Atoms and positions in Å:
C1 -2.40 0.03 0.04
C2 -1.00 -0.33 -0.13
N1 -0.04 0.44 -0.54
C3 1.23 -0.30 -0.55
C4 2.29 0.33 0.34
N2 0.87 -1.60 -0.13
C5 -0.38 -1.64 0.11
H1 -2.69 -0.14 1.08
H2 -3.03 -0.64 -0.55
H3 -2.61 1.06 -0.23
H4 -0.11 1.41 -0.79
H5 1.62 -0.36 -1.58
H6 1.92 0.43 1.36
H7 2.57 1.31 -0.04
H8 3.17 -0.31 0.35
H9 -0.88 -2.52 0.46

Computed properties:
**Highest occupied orbital energy**: -15.82 eV
**Total energy**: -305.17729 Eh
**ΔE to the lowest compared entry with this formula, charge and spin**: 1.4351 eV
**F_max**: 0.9 eV/Å
**LUMO energy**: -5.31 eV
**SMILES**: CC1=[NH+][C@@H](C)N=C1
**Charge**: +1

The computed Löwdin charges, all in e, follow:
1 C 0.031
2 C -0.186
3 N 0.199
4 C -0.354
5 C 0.006
6 N 0.165
7 C -0.008
8 H 0.120
9 H 0.119
10 H 0.103
11 H 0.195
12 H 0.186
13 H 0.095
14 H 0.090
15 H 0.098
16 H 0.140

***

> Among the records above, which one has the lowest total energy?

C2Br3ClF2